(1)
Density functional theory data (ωB97M-V with the def2-TZVPD basis set) for C8H8FN in the gas phase at a distorted geometry.

```
18
Properties=species:S:1:pos:R:3:forces:R:3
F 1.669264 -0.421503 0.830025 -0.2761 0.3698 0.2233
N -0.203845 0.686472 3.402902 -0.1276 -0.4920 -0.5669
C 0.193162 -1.287478 -1.749146 -3.2143 -5.2769 4.5690
C 0.376579 0.010212 -1.508028 1.8312 7.5158 -0.6477
C -0.079350 0.190391 2.368772 0.8500 -0.0255 -2.2149
C 0.265192 -0.284092 0.864144 -0.1986 -0.8565 2.4474
C -0.151175 0.690555 -0.235023 -2.4674 -0.5269 -0.4541
C -0.368946 -1.606985 0.578147 -1.7060 0.8780 6.8871
C 0.140270 2.176966 0.076634 -0.0744 0.3944 1.0500
C -0.403239 -2.092161 -0.672587 1.1386 -0.6313 -7.5889
H 1.226362 2.304723 0.423920 -1.2466 0.0847 -1.4002
H -1.332704 0.509328 -0.238753 2.1396 0.8129 -0.1520
H 0.362484 -1.828708 -2.597332 0.4061 -0.6875 -2.5281
H -0.367039 2.440971 1.091736 0.2827 -0.3796 -2.0230
H -1.021899 -2.049243 1.455762 1.4529 0.8463 -2.0142
H 0.847402 0.769014 -2.298394 -0.8692 -1.9756 1.8022
H -0.882389 -3.055199 -1.005105 0.8761 0.9654 0.8455
H -0.270129 2.846737 -0.787673 1.2029 -1.0157 1.7655
```
Positions in Å, forces in eV/Å.

## Properties
Net charge ... 0
F_max ... 0.1510 hartree/bohr
Gap between HOMO and LUMO (spin up / spin down) ... 0.260 / 0.295 hartree
Multiplicity ... 3
Energy relative to the best compared isomer or geometry (same formula, charge and spin) ... 0.000 eV

(2)
Density functional theory data (ωB97M-V with the def2-TZVPD basis set) for a molecular structure, C25H34BCrN6O2S2Si2 at a distorted geometry.

```
73
Properties=species:S:1:pos:R:3:forces:R:3
Cr -10.524033 16.009605 6.959915 -0.5880 -1.0554 -0.1552
S -10.799848 14.260389 5.211525 0.4201 -0.2151 0.1822
S -7.386944 16.497352 5.252844 1.5462 -0.1542 0.1489
Si -10.662723 12.802230 8.484414 -0.2317 -0.6271 0.5183
Si -9.122890 14.830845 9.996150 0.8760 1.4692 1.7004
O -6.328244 16.412499 6.240783 -1.0355 -0.6094 -0.8097
O -7.672543 17.810163 4.772252 -0.3930 -0.0377 -0.3633
N -11.234011 17.366994 5.591362 -0.7910 0.5696 -0.2623
N -11.752376 18.558407 6.010045 0.8496 -0.6904 1.1427
N -12.301750 15.692207 7.883706 -0.0753 0.4100 -0.6160
N -9.889711 17.551338 8.031532 -0.1563 1.2583 0.1055
N -10.491247 18.774741 8.185668 0.7261 -0.0422 -0.2831
N -8.802193 15.768005 5.779652 0.6682 0.6881 0.7669
C -14.450265 15.844628 8.828771 0.5006 -0.0775 0.2801
C -13.574436 16.049367 7.773516 -1.7729 0.1459 -0.3419
C -7.333994 14.811091 9.346003 0.0836 1.1933 -0.2827
C -10.468384 14.675568 8.730445 1.3409 -1.1080 -0.3375
C -9.036286 12.119626 7.822525 -1.3625 -0.3870 0.7133
C -11.792727 15.139097 8.997972 -0.6733 1.0118 0.6808
C -11.137747 11.906307 10.164464 -0.2483 0.4439 -1.6968
C -12.104860 12.326376 7.326795 -0.7283 0.5443 0.5085
C -12.266383 19.213843 5.005697 0.1422 -0.7949 -1.2350
C -9.401425 16.380159 11.150441 -0.1649 0.7391 0.1039
C -7.184232 15.295316 3.850427 0.4244 -0.1723 0.4159
C -8.301582 14.470666 3.907685 0.2835 0.0995 -0.7895
C -6.194010 15.043366 2.889771 -0.2751 -1.0478 -0.4968
C -8.614304 17.708999 8.339579 1.1547 0.4996 0.7617
C -12.564905 15.141197 10.167902 0.4330 -0.8766 0.3300
C -8.506808 13.480159 2.966636 -0.9781 -0.3332 0.4449
C -6.422504 13.964446 1.962704 0.4001 1.5524 0.3816
C -11.477103 17.308544 4.271850 -0.3558 0.8451 0.0797
C -7.586018 13.211297 1.982976 0.7123 0.6124 0.3962
C -8.338293 19.039264 8.714574 -0.5012 -0.7752 0.4003
C -13.900060 15.422447 10.049401 -0.5478 0.4249 0.0781
C -12.128269 18.470471 3.852271 0.5598 -0.8465 0.3944
C -8.797421 13.631239 11.410179 1.2046 0.2516 0.1512
C -9.569027 19.662768 8.620984 -0.3183 -1.2282 -0.5432
C -9.226212 14.831746 4.985554 -0.4826 -0.3503 -0.6132
B -11.850257 19.065878 7.495845 -0.2386 -0.3600 -0.1306
H -7.252960 15.012516 8.262400 0.3229 -0.0302 0.5025
H -9.694306 13.409868 11.953724 -0.2213 -0.5407 0.5190
H -12.729635 18.470250 8.032914 -0.1937 -0.2195 0.2729
H -8.468782 16.539045 11.701249 0.2390 -0.2488 -0.0894
H -11.231950 16.468978 3.660513 0.3026 -0.3474 0.0263
H -8.794293 12.688737 6.948827 0.6449 0.2568 -0.4419
H -5.698112 13.831334 1.152664 -0.1307 -0.1043 0.4842
H -12.577712 13.237590 6.939027 0.1583 -0.1319 -0.0983
H -11.761253 11.750211 6.481467 0.1128 -0.2015 -0.3136
H -9.432392 12.923146 3.019646 -0.0448 -0.1273 0.0433
H -9.580321 17.391486 10.717144 -0.2397 -0.8394 0.0315
H -15.512933 16.034274 8.761750 0.1188 0.1239 -0.2009
H -8.277696 12.054956 8.596550 0.2785 0.1813 -0.2056
H -13.994425 16.468468 6.822711 0.9735 -0.3826 0.8146
H -8.089026 14.201467 12.093910 -0.9004 -0.5249 -0.7605
H -12.129032 20.231967 7.405284 0.3605 0.0892 0.2638
H -9.331347 11.113358 7.531244 0.3288 -0.2819 -0.1901
H -6.868190 13.867361 9.561506 -0.0167 -0.7226 -0.1318
H -12.708757 20.134572 5.167657 -0.6866 1.6045 0.2242
H -6.693539 15.517667 9.946449 -0.7318 -0.2391 -0.7670
H -14.532180 15.358207 10.932000 0.0092 -0.0610 -0.1686
H -7.747143 12.426845 1.275381 -0.0965 -0.2714 -0.3359
H -7.429863 19.389670 9.178235 -0.0330 0.1191 -0.3065
H -11.427982 12.611624 10.919218 -0.3837 0.2582 0.3575
H -10.134428 16.244709 11.986538 0.2461 -0.1645 -0.8610
H -5.224659 15.541978 2.797975 -0.6138 0.2146 0.3017
H -11.976185 11.263381 9.889622 -0.1448 0.0900 0.2576
H -12.391867 18.703517 2.856941 -0.3226 0.2699 -0.6645
H -9.909700 20.644311 8.811777 -0.0119 0.8418 0.1364
H -12.139224 14.776305 11.116197 -0.2042 0.3373 -0.5874
H -7.918960 16.873992 8.415120 -0.3706 0.3456 -0.3806
H -10.393573 11.273198 10.588338 0.8461 -0.3931 0.2178
H -12.955223 11.787867 7.795016 0.7224 0.0774 0.0443
H -8.206183 12.754954 11.084197 -0.7249 0.0521 0.2770
```
Positions in Å, forces in eV/Å.

## Properties
Net charge ... 0
F_max ... 0.0469 hartree/bohr
Gap between HOMO and LUMO (spin up / spin down) ... 0.289 / 0.287 hartree
Multiplicity ... 4
Energy relative to the best compared isomer or geometry (same formula, charge and spin) ... 0.000 eV

(3)
Density functional theory data (ωB97M-V with the def2-TZVPD basis set) for 9 unconnected molecules or ions with the total composition C35H63O28P at a distorted geometry.

```
127
Properties=species:S:1:pos:R:3:forces:R:3
P 5.156129 3.532058 -2.706104 0.9987 0.5458 0.3746
O -1.211823 1.689109 -6.305729 1.0224 -0.1257 0.2527
O -5.731997 4.633249 2.406160 0.0181 -1.9811 -1.7680
O -0.014692 0.932594 -4.456077 -1.5404 1.8880 -1.3785
O 6.132520 4.563765 -2.250283 -1.2012 -1.4139 -0.3138
O -4.204372 -2.520265 -0.326082 0.4758 -1.5756 0.9193
O 3.648284 4.067985 -2.883547 0.7622 -1.1353 -0.2049
O -5.473197 3.191343 0.548762 -2.3836 2.7127 0.8376
O -1.386051 4.886213 0.388016 0.5153 0.3728 4.3168
O 0.889264 1.919088 -0.886213 1.0560 -1.2707 0.8605
O 2.847670 -5.911288 3.363003 0.6653 1.4135 0.2465
O -1.955586 4.892546 2.659990 -1.0269 0.8220 -3.3229
O 5.020513 2.257829 -1.718811 0.0206 1.6793 -1.0051
O -0.770863 0.402856 -0.902766 2.4213 0.1498 1.4297
O 1.410063 -3.680475 -1.304463 -2.0395 -1.9765 1.6861
O 5.552449 2.928267 -4.162694 0.0023 -0.0629 0.1132
O 2.463744 -3.823403 3.979981 0.5436 -1.3982 -0.8792
O -5.808822 -3.781258 -0.808886 -0.3024 -0.2493 -0.5094
O -0.964520 -2.369053 3.740275 -0.9368 2.1517 -2.7045
O 0.136299 4.935602 2.077247 0.8538 0.5626 -2.1240
O -4.447829 -4.531269 0.869477 -0.0546 1.1135 -1.2156
O 1.193126 0.119201 0.359330 -0.7580 1.5227 -1.4680
O -0.625787 -4.338875 -0.435079 0.2138 0.2982 0.0726
O 1.238351 -5.327912 0.249976 0.5259 0.9910 -0.1707
O 4.694923 -4.437678 3.563929 -5.3721 -1.1835 0.1621
O -0.560446 -2.639218 5.820516 0.0240 0.1224 3.6689
O -2.036523 1.936059 -4.277050 -1.2469 0.0922 -0.2361
O -4.196285 3.025647 2.306832 0.1293 -0.4583 0.6327
O -0.676028 -4.382660 4.524636 -0.2591 0.3489 0.1791
C -4.005326 2.028143 -1.027409 0.4526 0.2833 0.6173
C -1.591665 -6.582977 -0.383972 0.0397 0.3945 0.2401
C 0.725362 -4.395505 -0.568425 1.3675 1.8013 -1.5133
C 0.138312 2.828699 -1.636314 -1.1295 1.6628 0.1194
C 4.672666 -0.023458 -1.077042 0.1913 0.8046 -1.4388
C -3.022518 -2.105659 0.396026 0.2402 0.2546 -0.6030
C 0.541883 -0.753433 6.502159 -1.0510 0.6332 -0.4560
C -0.958723 1.520925 -4.947933 0.1556 -1.9697 -0.4387
C -1.288763 5.062468 3.851990 -0.1628 -1.3799 2.2951
C 0.187967 4.927254 3.455479 -0.5827 -0.6320 1.8046
C 0.836741 -1.156149 0.833877 -0.2404 -0.9652 0.9535
C 3.322793 4.808504 -4.067718 0.4311 1.9265 0.2068
C 7.753914 1.997210 -3.444346 -0.9589 -0.5046 -0.4288
C 3.435626 -4.690540 3.623883 3.4591 0.2698 -0.1038
C 2.852126 -2.472584 4.226271 0.5013 0.0476 -0.1148
C -0.699287 -1.019983 4.156895 1.3370 -0.5018 1.6845
C -1.110904 4.942709 1.611848 -0.7907 -0.9122 -3.1167
C 1.868844 5.369453 -3.906659 0.5785 -2.0641 -0.5530
C -1.844171 3.808046 4.679049 0.9156 2.2702 -0.0030
C 0.236179 -5.722791 1.154322 -0.2310 -2.3982 0.7158
C -4.756400 -3.719499 0.016208 -0.0031 0.9002 0.0746
C -0.744686 -3.181664 4.719439 0.0249 -5.8677 -3.1162
C 4.242466 1.112027 -2.059493 -0.3682 -1.7824 0.8683
C -6.650433 -4.915558 -0.726568 -0.1116 -0.4596 0.8235
C -4.794361 2.032357 0.285962 0.9984 -1.7127 -1.0085
C 6.933508 2.658710 -4.564942 0.4217 0.2142 0.8614
C -1.049995 -5.399622 0.459188 -0.3987 -1.0114 -0.9377
C -3.137357 2.231053 -5.207457 0.4923 1.1487 0.9592
C 0.345608 0.772450 -0.505069 -2.0919 -1.1446 -0.6175
C -0.692056 -1.271674 5.687799 1.7842 2.6257 1.0568
C -3.295158 0.924085 -7.378535 0.4411 1.2313 -0.2306
C -3.919418 1.880851 1.521096 0.2861 -0.9586 0.1324
C -2.576675 2.081793 -6.588198 0.7430 -2.2355 -0.2266
C -5.251858 3.676369 1.827830 0.8820 1.5855 -0.0406
C 3.699043 -6.979706 2.920849 0.6163 0.2161 -0.2639
H 0.796518 5.737888 3.856288 0.1441 -0.1196 -0.2174
H -1.955016 -7.355639 0.293570 -0.1499 0.0604 0.0798
H -2.404008 -1.567507 -0.322260 -0.2538 0.3326 0.0110
H -1.650799 3.897359 5.748041 0.4881 -0.2482 -0.0246
H 7.460289 0.950357 -3.366927 0.1440 -0.2074 -0.1389
H -1.347414 -0.213520 3.813879 -0.5182 -0.4530 -0.1388
H 0.653792 0.305033 6.267145 0.0023 0.2225 0.6317
H 7.450340 3.562675 -4.887166 -0.4394 0.4659 0.3153
H 1.117948 -1.974820 0.171447 -0.1933 0.4047 -0.3660
H -4.008326 1.588353 -5.079232 0.2551 -0.0040 0.6213
H 0.339494 -5.406291 2.192232 0.2648 0.7981 -0.2441
H -6.062119 -5.832085 -0.770883 -0.0660 -0.0252 -0.0654
H -4.347227 1.191637 -7.476963 -0.1084 0.0287 -0.0040
H 3.226967 -2.440573 5.249285 0.1873 0.3775 -0.1603
H -4.549314 2.252303 -1.944978 -0.3518 0.1269 0.2839
H 1.535180 6.113015 -4.630462 0.4616 -0.0268 -0.0428
H -2.928125 3.724287 4.600758 0.1546 -0.0497 -0.4931
H -3.243271 -0.069497 -6.933347 0.2458 0.2843 0.4951
H 4.210398 -6.735796 1.989654 -0.0884 0.3196 -0.0129
H 7.488614 2.399376 -2.466611 0.5839 0.4307 -0.1489
H -3.585243 1.028637 -1.139734 0.1305 -0.0381 -0.0070
H -7.407692 -4.901248 -1.510437 0.4075 0.3198 -0.1667
H -4.227365 1.000462 2.085175 0.1916 -0.0451 0.1626
H -3.170281 2.719700 -0.915391 0.0601 0.1047 -0.2467
H 1.515721 -1.213320 6.334088 -0.3591 -0.3493 -0.7753
H 6.937869 2.039221 -5.461775 -0.6095 -0.2148 0.1689
H 0.383707 3.787632 -1.179886 0.3422 0.1655 -0.5415
H 4.195270 -0.954155 -1.383642 -0.4025 0.0742 0.3786
H -0.198315 -1.246044 1.163540 -0.2426 0.2362 -0.5169
H -0.857141 -7.065315 -1.028894 0.3288 0.2724 0.0324
H -2.372281 -2.924021 0.705158 -0.5958 -0.1209 0.4145
H 4.478541 -7.215870 3.645219 -0.1835 0.0938 0.1964
H 0.349456 -0.992624 7.548040 -0.1836 0.5974 0.1801
H 4.394788 0.775966 -3.085150 0.4006 0.2410 -0.1194
H -1.842525 -5.140769 1.161323 0.1198 0.8082 -0.2614
H -1.440169 6.074520 4.227365 -0.5701 -0.1354 0.3128
H 0.525346 3.945722 3.788435 0.5406 0.1188 0.0342
H -1.629299 -0.961210 6.149626 0.0509 0.1757 0.0556
H 1.556019 5.649638 -2.900803 0.6521 0.1569 0.0131
H -2.894312 0.827049 -8.387500 0.0849 0.1320 0.0072
H 5.731406 -0.199041 -1.267659 0.1995 0.0956 0.3804
H -0.939333 2.799790 -1.475244 0.0422 -0.7512 0.0969
H 0.322495 -0.780048 3.862806 -0.0715 0.2266 -0.3288
H -3.360511 -1.442098 1.191986 0.3594 -0.2214 0.2051
H -7.176462 -4.886169 0.227638 -0.0087 -0.1706 0.0923
H -5.473804 1.183409 0.210191 -0.4491 0.0842 0.2459
H 3.095550 -7.864291 2.717303 -0.3023 0.3030 0.3362
H 3.584799 -2.156035 3.483919 0.2443 -0.0564 0.2904
H 3.167094 1.263161 -1.965497 0.0561 0.5839 0.2062
H -2.858118 1.791579 1.289202 0.0460 0.2925 0.1348
H -3.365570 3.287184 -5.063882 -0.4377 -0.1985 0.4368
H 1.388861 -1.323601 1.758657 0.3435 0.3086 -0.0522
H -1.278483 3.013962 4.191683 -0.5018 -0.6083 0.4862
H 4.495536 0.267807 -0.041716 -0.0800 -0.2327 -0.1300
H 3.553568 4.213833 -4.951574 -0.9689 -0.4253 -0.0276
H 1.992202 -1.813283 4.108158 -0.0977 -0.4775 0.1574
H 8.814170 2.050518 -3.691552 -0.0269 0.1099 0.2828
H 0.315896 -6.809698 1.173651 0.0227 -0.1714 0.3458
H -2.546713 3.035603 -7.114910 -0.0713 -0.2595 -0.2617
H 0.310787 2.792904 -2.711987 0.4022 -0.2525 0.2293
H 1.350016 4.433864 -4.115404 -0.8946 0.2230 -0.0093
H 4.072676 5.590084 -4.189858 -0.0333 0.5175 0.4088
H -2.413881 -6.252318 -1.018578 -0.0628 0.0440 0.1190
```
Positions in Å, forces in eV/Å.

## Properties
Net charge ... -1
F_max ... 0.1292 hartree/bohr
Gap between HOMO and LUMO (spin up / spin down) ... 0.064 / 0.370 hartree
Multiplicity ... 2

no.,E (hartree)
1,-464.0458
2,-3896.8656
3,-3819.5693